Density functional theory data (ωB97M-V with the def2-TZVPD basis set) for a molecular structure, C3H4O3Pd at a distorted geometry.

Output
**Total charge**: -1
**HOMO-LUMO gap (alpha / beta)**: 2.61 / 5.93 eV
**Relative energy (zero: lowest compared OMol25 entry of this formula, charge and spin)**: 469.7 kJ/mol
**HOMO energy (alpha / beta)**: 0.47 / -3.11 eV
**Calculated total energy**: -469.97238 Eh
**Spin multiplicity**: 4

Geometry (Å):
1 O 1.082 0.108 -0.499
2 C 1.253 0.280 0.651
3 C 1.636 0.477 1.891
4 H -1.199 -0.153 0.246
5 H 1.582 1.486 2.300
6 H 1.997 -0.386 2.490
7 O -1.193 0.784 -1.605
8 C -1.524 -0.330 -0.846
9 O -0.860 -1.450 -1.334
10 Pd -0.148 -0.312 -2.408
11 H -2.627 -0.502 -0.887

Atomic partial charges in e from the natural (NBO) method, atoms 1 to 4:
1. O -0.749
2. C 0.377
3. C -0.821
4. H 0.143